# C3H3NO2

One molecule with the formula C3H3NO2 at a distorted geometry (wB97M-V/def2-TZVPD, the OMol25 dataset).

Results
LUMO level = 0.71 eV
E_HOMO = -10.22 eV
SMILES = Oc1ccon1
Kohn-Sham gap = 10.92 eV
electronic energy = -8741.8902 eV
2S+1 = 1
F_max = 2.42 eV Å⁻¹

Each line ends with the natural charge from an NBO analysis.
Geometry (Å):
O: -1.23457 0.96030 -1.35302  -0.64
C: -0.45321 0.74637 -0.27496  0.42
C: -0.29565 -0.62334 0.09106  -0.47
C: 0.84360 -0.58895 0.79840  0.18
O: 1.26036 0.67123 0.95647  -0.28
N: 0.42935 1.54409 0.24617  -0.16
H: -0.96524 0.05654 -1.65886  0.49
H: -1.03835 -1.40025 -0.03194  0.25
H: 1.45370 -1.36599 1.22669  0.21